Entry 1:
The following is a quantum chemistry calculation of a molecular structure, C28H40HgN10O2PS2, from the Open Molecules 2025 dataset.

Computed properties:
- orbital gap (spin up / spin down) (eV) = 6.38 / 7.42
- energy above the lowest of the compared OMol25 structures with the same formula, charge and spin (kJ/mol) = 61.74
- spin multiplicity = 2
- total charge = +2
- ⟨S²⟩ = 0.755
- M (g/mol) = 844.4
- LUMO level (spin up / spin down) (eV) = -4.602 / -5.457

```
84
Properties=species:S:1:pos:R:3:lowdin_charge:R:1
Hg -0.69 -0.13 0.62 0.833
C 2.31 -4.14 1.63 -0.009
C 1.64 -2.89 1.14 -0.242
N 1.16 -1.98 1.89 0.051
N 1.31 -2.13 3.24 -0.017
C 0.63 -1.34 4.11 -0.842
N 0.92 -1.57 5.40 0.109
S -0.51 -0.19 3.67 0.586
C 1.51 -2.66 -0.34 -0.213
C 1.98 -3.59 -1.25 0.002
C 1.81 -3.35 -2.61 -0.030
C 1.18 -2.20 -3.02 -0.039
C 0.75 -1.31 -2.04 -0.163
N 0.92 -1.53 -0.74 0.033
H 1.92 -4.46 2.59 0.082
H 3.39 -4.00 1.72 0.109
H 2.15 -4.97 0.95 0.080
H 1.93 -2.83 3.61 0.134
H 1.52 -2.32 5.70 0.118
H 0.38 -1.08 6.10 0.103
H 2.47 -4.50 -0.93 0.108
H 2.16 -4.08 -3.34 0.123
H 1.02 -1.97 -4.06 0.117
H 0.23 -0.40 -2.31 0.076
C -5.20 -1.29 -3.07 -0.041
O -4.09 -1.70 -2.26 0.000
C -3.06 -0.90 -2.01 -0.575
O -2.17 -1.29 -1.28 -0.036
N -3.11 0.34 -2.59 0.003
N -1.99 1.18 -2.53 0.041
H -5.90 -2.11 -3.06 0.104
H -4.89 -1.10 -4.10 0.099
H -5.69 -0.41 -2.64 0.100
H -3.82 0.55 -3.27 0.124
H -2.27 2.09 -2.20 0.085
H -1.57 1.27 -3.45 0.093
C 0.33 3.79 3.85 -0.106
N -0.94 4.10 3.05 -0.074
C -0.73 5.40 2.28 -0.114
N 0.42 5.31 1.45 -0.139
C 1.60 5.01 2.27 -0.146
N 1.46 3.76 2.99 -0.138
C 1.50 2.59 2.10 -0.296
P 0.18 2.59 0.80 0.857
C -1.22 2.98 2.08 -0.285
C 0.28 4.39 0.31 -0.282
H 0.16 2.83 4.33 0.122
H 0.42 4.58 4.59 0.146
H -1.72 4.22 3.70 0.182
H -0.61 6.19 3.02 0.146
H -1.64 5.58 1.70 0.143
H 1.74 5.83 2.98 0.141
H 2.47 4.96 1.62 0.139
H 1.42 1.68 2.68 0.054
H 2.47 2.59 1.60 0.072
H -1.42 2.09 2.66 0.003
H -2.13 3.24 1.53 0.093
H -0.61 4.67 -0.26 0.096
H 1.14 4.54 -0.35 0.073
N 1.70 2.00 -0.72 -0.449
S 3.14 2.45 -1.25 1.052
C 2.97 3.53 -2.66 -0.430
C 1.72 3.77 -3.20 -0.099
C 1.61 4.63 -4.28 -0.061
C 2.74 5.24 -4.80 -0.054
C 3.99 4.99 -4.24 -0.050
C 4.11 4.14 -3.16 -0.074
C 3.91 1.03 -1.98 -0.397
C 3.64 0.64 -3.28 -0.069
C 4.22 -0.53 -3.76 -0.065
C 5.05 -1.28 -2.94 -0.059
C 5.31 -0.88 -1.64 -0.060
C 4.74 0.28 -1.14 -0.079
H 1.26 1.33 -1.35 -0.028
H 0.84 3.29 -2.76 0.091
H 0.64 4.84 -4.72 0.111
H 2.66 5.92 -5.64 0.116
H 4.87 5.48 -4.64 0.118
H 5.08 3.95 -2.71 0.121
H 3.02 1.24 -3.93 0.117
H 4.04 -0.84 -4.78 0.117
H 5.51 -2.18 -3.32 0.115
H 5.97 -1.46 -1.01 0.114
H 4.94 0.61 -0.13 0.112
```



Entry 2:
The following is a quantum chemistry calculation of a single C28H40N2O9 molecule, from the Open Molecules 2025 dataset.

Computed properties:
- orbital gap (eV) = 8.90
- energy above the lowest of the compared OMol25 structures with the same formula, charge and spin (kJ/mol) = 0.00
- spin multiplicity = 1
- M (g/mol) = 548.6
- LUMO level (eV) = 0.553

```
79
Properties=species:S:1:pos:R:3:lowdin_charge:R:1
C 2.94 7.04 -3.36 -0.120
C 3.04 5.71 -2.63 -0.275
C 1.80 5.43 -1.79 -0.230
C 1.89 4.08 -1.08 -0.213
C 0.63 3.78 -0.27 -0.196
C 0.72 2.51 0.57 -0.142
H -0.19 2.37 1.14 0.107
H 1.53 2.63 1.30 0.129
C 1.03 1.23 -0.21 -0.121
C 1.05 0.04 0.74 -0.429
O 0.73 0.09 1.90 0.121
O 1.49 -1.06 0.13 0.043
C 1.24 -2.34 0.74 -0.247
C 1.96 -3.37 -0.12 -0.001
H 3.00 -3.10 -0.22 0.090
H 1.50 -3.39 -1.10 0.083
H 1.88 -4.35 0.34 0.093
H 1.63 -2.32 1.76 0.164
C -0.29 -2.61 0.80 -0.119
N -0.85 -2.19 2.05 0.134
C -1.63 -3.00 2.80 -0.370
O -1.89 -4.15 2.41 0.053
C -2.14 -2.46 4.07 -0.057
C -1.79 -1.19 4.56 -0.025
C -2.30 -0.73 5.76 -0.073
C -3.18 -1.51 6.50 0.006
C -3.54 -2.77 6.04 -0.150
C -3.02 -3.25 4.83 -0.190
O -3.40 -4.49 4.44 0.068
H -2.93 -4.67 3.59 0.083
N -4.41 -3.63 6.72 0.107
C -5.05 -3.43 7.89 -0.341
O -5.00 -2.44 8.59 0.034
H -5.66 -4.31 8.16 0.134
H -4.54 -4.51 6.23 0.137
H -3.58 -1.16 7.43 0.104
H -2.02 0.24 6.12 0.105
H -1.10 -0.56 4.02 0.103
H -0.62 -1.25 2.35 0.099
C -0.88 -1.86 -0.40 -0.403
O -0.98 -2.33 -1.50 0.155
O -1.18 -0.61 -0.06 0.042
C -1.30 0.37 -1.09 -0.241
C -2.32 1.41 -0.65 0.007
H -3.29 0.95 -0.55 0.092
H -2.04 1.84 0.31 0.079
H -2.38 2.21 -1.39 0.091
H -1.65 -0.14 -2.00 0.163
C 0.10 0.92 -1.42 -0.161
H 0.01 1.83 -2.03 0.157
O 0.71 -0.09 -2.21 0.021
C 1.67 0.25 -3.08 -0.474
O 2.03 1.39 -3.25 0.118
C 2.22 -0.96 -3.79 -0.060
H 2.82 -1.50 -3.06 0.131
H 2.87 -0.61 -4.59 0.134
C 1.12 -1.88 -4.33 -0.423
C 0.32 -1.17 -5.41 -0.057
H 0.96 -0.91 -6.25 0.086
H -0.48 -1.81 -5.78 0.081
H -0.13 -0.25 -5.02 0.077
C 1.74 -3.16 -4.88 -0.072
H 2.30 -3.69 -4.11 0.073
H 2.42 -2.93 -5.70 0.081
H 0.97 -3.82 -5.25 0.079
H 0.45 -2.14 -3.50 0.114
H -0.49 -3.68 0.69 0.164
H 2.04 1.31 -0.64 0.160
H 0.44 4.61 0.41 0.118
H -0.23 3.73 -0.94 0.103
H 2.05 3.31 -1.83 0.089
H 2.75 4.08 -0.41 0.124
H 1.68 6.22 -1.05 0.115
H 0.92 5.44 -2.43 0.117
H 3.92 5.70 -1.99 0.108
H 3.16 4.90 -3.36 0.109
H 2.08 7.05 -4.02 0.070
H 2.84 7.86 -2.65 0.069
H 3.84 7.22 -3.96 0.066
```



Entry 3:
The following is a quantum chemistry calculation of a single C28H40N4S molecule, from the Open Molecules 2025 dataset.

Computed properties:
- orbital gap (eV) = 8.43
- energy above the lowest of the compared OMol25 structures with the same formula, charge and spin (kJ/mol) = 0.00
- spin multiplicity = 1
- M (g/mol) = 464.7
- LUMO level (eV) = 0.660

```
73
Properties=species:S:1:pos:R:3:lowdin_charge:R:1
C -6.92 -0.49 0.33 -0.066
H -6.75 -1.47 -0.10 0.074
H -6.74 -0.55 1.40 0.082
H -7.97 -0.23 0.17 0.075
C -6.01 0.56 -0.31 -0.387
C -4.56 0.26 -0.02 -0.192
C -3.78 1.16 0.67 0.023
C -2.44 0.91 0.95 -0.135
C -1.88 -0.29 0.52 -0.072
C -2.65 -1.22 -0.19 -0.129
C -3.98 -0.93 -0.46 0.018
H -4.57 -1.63 -1.01 0.108
C -2.00 -2.49 -0.70 -0.368
C -2.97 -3.67 -0.82 -0.074
H -3.66 -3.53 -1.65 0.072
H -3.54 -3.79 0.10 0.083
H -2.41 -4.58 -1.01 0.077
C -1.35 -2.19 -2.05 -0.050
H -2.10 -1.87 -2.77 0.084
H -0.61 -1.39 -1.94 0.061
H -0.85 -3.08 -2.44 0.077
H -1.22 -2.77 0.00 0.127
C -0.47 -0.58 0.82 -0.381
C -0.03 -1.29 1.89 -0.348
S 1.71 -1.41 1.88 1.052
C 1.69 -0.46 0.39 -0.573
N 0.51 -0.13 -0.02 0.113
N 2.83 -0.13 -0.24 -0.118
C 4.12 -0.46 0.31 -0.168
H 4.83 0.31 0.00 0.112
H 4.08 -0.46 1.40 0.104
C 4.59 -1.85 -0.15 -0.203
N 5.79 -2.27 0.54 -0.282
C 5.95 -3.71 0.51 -0.108
H 5.07 -4.18 0.96 0.083
H 6.83 -3.98 1.09 0.082
H 6.07 -4.11 -0.51 0.088
C 6.97 -1.61 0.05 -0.104
H 6.87 -0.53 0.18 0.075
H 7.16 -1.81 -1.02 0.089
H 7.83 -1.94 0.62 0.084
H 4.72 -1.85 -1.25 0.127
H 3.79 -2.56 0.08 0.104
C 2.77 0.73 -1.41 -0.103
C 3.00 2.16 -1.03 -0.180
C 4.19 2.82 -1.32 -0.036
C 4.36 4.13 -0.90 -0.062
C 3.33 4.73 -0.19 -0.155
N 2.19 4.11 0.09 0.070
C 2.04 2.87 -0.32 -0.088
H 1.09 2.40 -0.07 0.095
H 3.41 5.75 0.17 0.102
H 5.27 4.67 -1.11 0.100
H 4.97 2.32 -1.88 0.112
H 1.77 0.61 -1.84 0.123
H 3.52 0.39 -2.13 0.128
H -0.59 -1.74 2.68 0.075
C -1.62 1.93 1.69 -0.374
C -2.12 2.09 3.13 -0.054
H -2.08 1.13 3.65 0.079
H -3.15 2.44 3.14 0.075
H -1.50 2.80 3.67 0.079
C -1.62 3.28 0.96 -0.063
H -2.61 3.75 1.01 0.072
H -0.90 3.96 1.42 0.077
H -1.36 3.15 -0.08 0.081
H -0.58 1.58 1.73 0.117
H -4.23 2.09 1.01 0.116
C -6.26 0.64 -1.82 -0.065
H -6.07 -0.32 -2.30 0.074
H -5.61 1.38 -2.27 0.082
H -7.29 0.92 -2.02 0.075
H -6.25 1.53 0.13 0.130
```



Entry 4:
The following is a quantum chemistry calculation of a molecular structure, C28H40N7O4SSn in a non-equilibrium geometry, from the Open Molecules 2025 dataset.

Computed properties:
- orbital gap (eV) = 8.52
- energy above the lowest of the compared OMol25 structures with the same formula, charge and spin (kJ/mol) = 20.61
- spin multiplicity = 1
- total charge = +1
- M (g/mol) = 689.5
- LUMO level (eV) = -2.264

```
81
Properties=species:S:1:pos:R:3:lowdin_charge:R:1
Sn 0.35 2.00 -0.31 1.430
C -0.37 3.23 -3.93 -0.198
C -1.57 3.54 -3.03 -0.193
N -1.82 2.48 -2.05 -0.143
C -2.51 1.29 -2.54 -0.257
C -1.69 0.26 -3.31 -0.414
S 0.00 -0.08 -2.70 0.832
C 1.07 0.58 -4.02 -0.434
C 1.71 1.93 -3.72 -0.285
N 0.79 2.88 -3.11 -0.160
H -0.18 4.11 -4.57 0.131
H -0.61 2.40 -4.58 0.095
H -2.44 3.73 -3.67 0.125
H -1.34 4.45 -2.46 0.117
H -2.43 2.88 -1.34 0.099
H -3.38 1.55 -3.17 0.130
H -2.90 0.79 -1.65 0.095
H -1.60 0.50 -4.37 0.069
H -2.21 -0.69 -3.23 0.077
H 0.47 0.61 -4.93 0.071
H 1.85 -0.17 -4.16 0.076
H 2.14 2.31 -4.66 0.127
H 2.53 1.79 -3.01 0.106
H 1.31 3.73 -2.89 0.117
C -1.26 4.97 2.87 -0.005
C -0.05 4.70 1.98 -0.526
C 0.91 5.89 2.00 -0.004
O -0.47 4.42 0.63 -0.141
C 0.69 3.47 2.56 -0.620
O 1.08 3.51 3.70 0.095
O 0.84 2.47 1.77 -0.246
H -1.79 5.88 2.55 0.091
H -0.93 5.09 3.89 0.099
H -1.95 4.13 2.83 0.078
H 0.40 6.82 1.75 0.090
H 1.73 5.73 1.30 0.096
H 1.32 5.98 3.00 0.099
H -0.82 5.25 0.29 0.106
N -0.95 -1.43 -0.06 0.159
C -1.90 -0.65 0.48 -0.383
C -3.16 -1.18 0.82 -0.002
C -4.13 -0.34 1.30 -0.044
C -3.84 1.02 1.46 -0.052
C -2.59 1.46 1.10 -0.155
N -1.64 0.66 0.60 0.013
H -1.04 -2.43 -0.01 0.076
H -0.02 -1.05 -0.16 0.020
H -3.35 -2.23 0.67 0.114
H -5.11 -0.72 1.56 0.117
H -4.58 1.70 1.85 0.109
H -2.31 2.50 1.19 0.092
C -0.51 -6.34 -1.22 -0.045
C 0.25 -5.82 -0.04 -0.277
C 1.48 -6.35 0.32 -0.030
C 2.17 -5.87 1.42 -0.012
C 1.65 -4.82 2.17 -0.263
N 2.36 -4.42 3.32 0.131
C 2.27 -3.26 4.04 -0.523
O 2.47 -3.23 5.23 0.106
N 1.91 -2.10 3.35 0.141
C 2.27 -1.70 2.09 -0.211
C 3.22 -2.36 1.29 0.020
C 3.52 -1.85 0.04 -0.023
C 2.84 -0.73 -0.41 -0.147
N 1.94 -0.10 0.33 -0.051
C 1.67 -0.56 1.55 -0.096
C 0.43 -4.27 1.82 -0.021
C -0.26 -4.78 0.73 -0.056
H -0.21 -7.36 -1.44 0.080
H -0.31 -5.73 -2.10 0.085
H -1.58 -6.33 -1.03 0.080
H 1.89 -7.17 -0.25 0.117
H 3.10 -6.33 1.71 0.119
H 2.77 -5.17 3.85 0.164
H 1.62 -1.36 3.98 0.166
H 3.74 -3.23 1.66 0.119
H 4.27 -2.32 -0.57 0.115
H 3.04 -0.31 -1.39 0.101
H 0.97 0.03 2.12 0.109
H 0.00 -3.48 2.41 0.115
H -1.24 -4.39 0.49 0.099
```



Entry 5:
The following is a quantum chemistry calculation of a gas-phase ion, C28H40N9O5 (charge +1) in a non-equilibrium geometry, from the Open Molecules 2025 dataset.

Computed properties:
- orbital gap (eV) = 7.86
- energy above the lowest of the compared OMol25 structures with the same formula, charge and spin (kJ/mol) = 0.00
- spin multiplicity = 1
- total charge = +1
- M (g/mol) = 582.7
- LUMO level (eV) = -2.056

```
82
Properties=species:S:1:pos:R:3:lowdin_charge:R:1
C -1.63 3.31 -6.19 -0.089
H -1.65 3.08 -7.25 0.080
H -2.33 4.12 -6.00 0.068
C -2.00 2.07 -5.37 -0.224
H -1.99 2.33 -4.31 0.114
C -3.37 1.50 -5.75 -0.311
C -4.51 2.37 -5.22 -0.048
H -4.51 2.40 -4.14 0.078
H -4.41 3.38 -5.59 0.076
H -5.47 1.98 -5.55 0.087
H -3.44 1.44 -6.84 0.145
C -3.55 0.05 -5.22 -0.155
N -3.41 -0.04 -3.80 -0.073
C -2.31 -0.13 -3.02 0.016
C -2.80 -0.17 -1.73 -0.219
N -4.15 -0.09 -1.81 0.075
N -4.50 -0.01 -3.03 0.057
C -2.11 -0.29 -0.45 -0.144
C -0.73 -0.38 -0.38 0.037
C -0.10 -0.52 0.86 -0.159
C -0.87 -0.52 2.02 0.044
C -2.25 -0.41 1.95 -0.112
C -2.87 -0.31 0.72 0.033
H -3.94 -0.28 0.63 0.123
C -3.03 -0.56 3.23 -0.419
O -2.79 -1.49 3.98 0.071
N -4.00 0.35 3.47 -0.048
C -4.16 1.62 2.82 -0.135
H -3.48 1.71 1.97 0.113
C -3.87 2.75 3.82 -0.202
N -4.67 2.66 5.03 -0.075
H -5.64 2.82 4.81 0.110
C -4.51 1.35 5.64 -0.197
H -5.17 1.29 6.51 0.118
H -3.47 1.27 5.98 0.122
C -4.82 0.21 4.66 -0.122
H -4.59 -0.76 5.11 0.120
H -5.87 0.24 4.37 0.130
H -4.05 3.72 3.36 0.117
H -2.82 2.70 4.12 0.121
H -5.19 1.71 2.45 0.131
H -0.38 -0.64 2.98 0.120
C 1.33 -0.69 0.96 -0.191
N 1.97 -0.73 2.15 0.127
N 3.22 -0.94 1.95 -0.016
N 3.46 -1.05 0.64 -0.051
C 2.29 -0.90 -0.02 0.063
H 2.23 -0.96 -1.09 0.135
C 4.76 -1.33 0.11 -0.139
C 5.27 -2.69 0.63 -0.449
O 5.07 -3.11 1.74 0.100
O 5.94 -3.31 -0.31 0.002
C 6.51 -4.58 0.00 -0.004
H 6.70 -5.07 -0.95 0.104
H 7.44 -4.45 0.55 0.105
H 5.81 -5.17 0.60 0.101
H 4.66 -1.44 -0.98 0.166
C 5.78 -0.20 0.36 -0.101
H 6.76 -0.55 0.03 0.132
H 5.50 0.63 -0.29 0.126
C 5.88 0.36 1.79 -0.175
H 6.39 1.31 1.71 0.121
H 4.87 0.58 2.15 0.098
C 6.62 -0.53 2.79 -0.164
C 5.90 -0.67 4.13 -0.162
N 4.74 -1.58 3.99 0.135
H 4.07 -1.26 3.16 0.081
H 4.20 -1.64 4.86 0.164
H 5.04 -2.51 3.70 0.131
H 5.54 0.31 4.46 0.135
H 6.58 -1.07 4.88 0.130
H 7.61 -0.11 2.99 0.124
H 6.78 -1.53 2.38 0.103
H -0.14 -0.37 -1.29 0.111
H -1.33 -0.18 -3.43 0.117
C -2.59 -0.88 -5.95 -0.483
O -1.56 -1.32 -5.51 0.118
O -3.04 -1.14 -7.17 0.141
H -2.43 -1.72 -7.66 0.146
H -4.57 -0.26 -5.45 0.166
H -1.23 1.31 -5.54 0.107
H -0.63 3.65 -5.93 0.073
```



Entry 6:
The following is a quantum chemistry calculation of a molecular structure, C28H41AsBMnN5O4S2 in a non-equilibrium geometry, from the Open Molecules 2025 dataset.

Computed properties:
- orbital gap (eV) = 6.90
- spin multiplicity = 1
- total charge = +1
- M (g/mol) = 716.5
- LUMO level (eV) = -2.194

```
83
Properties=species:S:1:pos:R:3:lowdin_charge:R:1
Mn -0.15 0.14 0.37 -0.057
C -7.81 0.06 2.68 -0.037
C -6.36 0.44 2.62 -0.249
C -5.41 -0.27 3.34 -0.019
C -4.07 0.06 3.26 -0.048
C -3.67 1.12 2.46 -0.282
C -4.60 1.87 1.76 -0.044
C -5.94 1.52 1.84 -0.017
S -1.97 1.57 2.49 0.792
O -1.63 2.49 3.52 -0.215
O -1.89 2.26 1.11 -0.061
N -1.19 0.22 2.40 -0.120
C 0.08 0.12 3.01 -0.363
C 0.34 0.49 4.32 0.000
C 1.66 0.36 4.75 -0.030
C 2.63 -0.12 3.87 -0.048
C 2.26 -0.48 2.59 -0.113
N 1.00 -0.39 2.16 0.039
H -8.07 -0.37 3.64 0.084
H -8.03 -0.69 1.91 0.093
H -8.46 0.92 2.49 0.084
H -5.72 -1.10 3.96 0.121
H -3.33 -0.51 3.81 0.116
H -4.29 2.70 1.15 0.125
H -6.67 2.09 1.28 0.123
H -0.43 0.90 4.95 0.114
H 1.93 0.64 5.76 0.116
H 3.66 -0.22 4.19 0.107
H 2.98 -0.84 1.86 0.115
N -0.50 -1.88 0.45 -0.035
N 0.32 -2.59 -0.45 -0.035
C 1.29 -1.96 -1.17 -0.800
N 2.03 -2.76 -1.95 0.112
S 1.51 -0.30 -1.11 0.786
H -0.22 -2.11 1.40 0.106
H -1.46 -2.18 0.30 0.107
H 0.34 -3.60 -0.36 0.155
H 1.79 -3.73 -2.11 0.113
H 2.72 -2.33 -2.54 0.105
C 1.11 3.33 -1.89 -0.006
C 0.76 4.00 -0.57 -0.418
C 0.92 5.50 -0.68 0.006
O -0.66 3.72 -0.31 0.184
B -0.67 2.68 0.54 -0.958
O 0.53 2.31 1.10 0.094
C 1.47 3.35 0.67 -0.405
C 1.58 4.29 1.86 0.012
C 2.81 2.70 0.38 0.003
H 0.49 3.76 -2.68 0.098
H 0.92 2.26 -1.85 0.043
H 2.15 3.49 -2.15 0.102
H 0.35 5.86 -1.53 0.100
H 1.97 5.76 -0.83 0.105
H 0.55 6.01 0.21 0.091
H 0.61 4.70 2.13 0.108
H 2.27 5.11 1.65 0.101
H 1.96 3.73 2.72 0.101
H 2.73 1.95 -0.41 0.031
H 3.17 2.21 1.29 0.093
H 3.54 3.45 0.08 0.108
C -3.52 -0.48 -1.10 -0.250
As -1.72 0.18 -1.47 1.159
C -2.22 1.81 -2.43 -0.244
C -1.24 -1.00 -2.98 -0.310
C -2.21 -0.92 -4.12 -0.315
C -3.33 -1.75 -4.17 -0.067
C -4.24 -1.66 -5.21 -0.078
C -4.06 -0.72 -6.22 -0.086
C -2.94 0.11 -6.19 -0.076
C -2.03 0.01 -5.15 -0.068
H -4.22 -0.16 -1.87 0.035
H -3.84 -0.10 -0.13 0.005
H -3.54 -1.57 -1.06 0.024
H -3.03 1.63 -3.14 0.035
H -1.35 2.20 -2.96 0.024
H -2.53 2.55 -1.69 0.028
H -1.19 -2.02 -2.60 0.065
H -0.24 -0.71 -3.30 0.052
H -3.48 -2.49 -3.39 0.105
H -5.10 -2.31 -5.23 0.105
H -4.77 -0.65 -7.03 0.104
H -2.78 0.83 -6.97 0.106
H -1.16 0.65 -5.13 0.113
```